Entry 1:
C5H10O | ωB97M-V/def2-TZVPD

ORCA input file:
```
! wB97M-V def2-TZVPD RIJCOSX def2/J DEFGRID3
* xyz 0 1
C 1.716 1.074 -0.077
C 1.131 -0.038 0.357
C -0.130 -0.613 -0.200
C -1.048 0.294 -0.994
C -0.667 -1.842 0.405
O 0.081 -1.904 -0.793
H 1.285 1.679 -0.872
H 2.657 1.418 0.340
H 1.602 -0.618 1.150
H -1.026 1.317 -0.609
H -2.083 -0.058 -0.949
H -0.743 0.310 -2.045
H -1.728 -2.065 0.293
H -0.190 -2.283 1.282
H -1.012 1.832 1.984
H -0.337 1.799 1.673
*
```

HOMO energy	-9.7	eV
SMILES	C=C[C@]1(C)CO1.[H][H]
DFT total energy	-271.64870	hartree
lowest unoccupied orbital energy	0.0403	Eh
gap between HOMO and LUMO	10.84	eV

Here are the Löwdin charges for atoms 1 to 5, given in e: C 0.008; C -0.125; C -0.501; C -0.025; C -0.107

Entry 2:
C5H10O | ωB97M-V/def2-TZVPD

ORCA input file:
```
! wB97M-V def2-TZVPD RIJCOSX def2/J DEFGRID3
* xyz 0 1
C 0.052 1.369 1.325
C -0.742 1.096 0.293
C -1.563 -0.157 0.158
C -1.040 -1.040 -0.980
H 0.121 0.696 2.177
H 0.664 2.266 1.361
H -0.785 1.790 -0.548
H -2.613 0.101 -0.038
H -1.540 -0.712 1.104
H 0.004 -1.317 -0.798
H -1.621 -1.962 -1.077
H -1.078 -0.509 -1.938
C 2.531 -0.406 -0.261
O 3.250 0.356 0.329
H 2.211 -0.230 -1.308
H 2.148 -1.340 0.201
*
```

HOMO energy	-9.8	eV
SMILES	C=CCC.C=O
DFT total energy	-271.68971	hartree
lowest unoccupied orbital energy	0.0323	Eh
gap between HOMO and LUMO	10.64	eV

Here are the Löwdin charges for atoms 1 to 5, given in e: C -0.012; C -0.211; C -0.271; C -0.111; H 0.064

Entry 3:
C5H10O | ωB97M-V/def2-TZVPD

ORCA input file:
```
! wB97M-V def2-TZVPD RIJCOSX def2/J DEFGRID3
* xyz 0 1
C -1.367 -1.256 -0.691
C -0.030 -0.811 -0.080
C 0.616 0.352 -0.876
C 0.088 1.542 -0.141
O -0.345 1.170 1.026
C -0.240 -0.140 1.259
H -1.221 -1.643 -1.708
H -1.829 -2.046 -0.088
H -2.068 -0.414 -0.746
H 0.650 -1.666 -0.025
H 1.714 0.306 -0.790
H 0.364 0.339 -1.942
H 0.158 2.603 -0.326
H 2.353 1.388 1.398
H 2.055 0.760 1.682
H -0.899 -0.484 2.047
*
```

HOMO energy (spin up / spin down)	-7.0 / -7.2	eV
DFT total energy	-271.60040	hartree
lowest unoccupied orbital energy (spin up / spin down)	0.0328 / 0.0378	Eh
gap between HOMO and LUMO (spin up / spin down)	7.86 / 8.28	eV

Here are the Löwdin charges for atoms 1 to 5, given in e: C -0.071; C -0.345; C -0.147; C -0.164; O -0.062

Entry 4:
C5H10O | ωB97M-V/def2-TZVPD

ORCA input file:
```
! wB97M-V def2-TZVPD RIJCOSX def2/J DEFGRID3
* xyz 0 1
C -2.253 0.829 0.674
C -1.264 0.229 -0.434
C -0.215 -0.515 -0.130
O -0.115 -1.209 1.037
C 1.052 -0.496 -0.911
C 2.208 0.057 -0.062
H -2.022 0.490 1.693
H -1.975 1.901 0.664
H -2.753 0.040 0.013
H -1.393 0.638 -1.442
H -0.974 -1.182 1.484
H 1.290 -1.504 -1.247
H 0.897 0.142 -1.787
H 3.135 0.038 -0.644
H 2.354 -0.549 0.837
H 2.030 1.092 0.254
*
```

HOMO energy	-8.1	eV
SMILES	C/C=C(\O)CC
DFT total energy	-271.64128	hartree
lowest unoccupied orbital energy	0.0302	Eh
gap between HOMO and LUMO	8.90	eV

Here are the Löwdin charges for atoms 1 to 5, given in e: C -0.078; C -0.153; C -0.404; O 0.047; C -0.193

Entry 5:
C5H10O | ωB97M-V/def2-TZVPD

ORCA input file:
```
! wB97M-V def2-TZVPD RIJCOSX def2/J DEFGRID3
* xyz 0 1
C -0.542 -0.092 -1.997
C 0.856 0.260 -1.485
C 1.067 -0.402 -0.106
C 0.149 -0.586 0.872
C -0.001 0.334 2.062
O -1.372 0.595 2.414
H -1.076 0.633 -2.597
H -0.757 -1.091 -2.358
H -1.205 -0.073 -1.124
H 1.684 -0.078 -2.082
H 0.791 1.311 -1.243
H 2.076 -0.834 0.006
H -0.739 -1.155 0.546
H 0.548 -0.011 2.955
H 0.428 1.348 1.979
H -1.907 -0.160 2.159
*
```

HOMO energy	-7.6	eV
SMILES	CC/C=C/CO
DFT total energy	-271.59370	hartree
lowest unoccupied orbital energy	0.0017	Eh
gap between HOMO and LUMO	7.67	eV

Here are the Löwdin charges for atoms 1 to 5, given in e: C -0.124; C -0.207; C -0.123; C -0.107; C -0.254

Entry 6:
C5H10O | ωB97M-V/def2-TZVPD

ORCA input file:
```
! wB97M-V def2-TZVPD RIJCOSX def2/J DEFGRID3
* xyz 0 1
C 0.132 -1.179 -1.174
C -0.725 -0.379 -0.231
C -0.450 -0.509 1.280
C 0.490 0.708 1.256
C -0.119 1.164 -0.073
O 0.779 1.695 -0.995
H 0.586 -0.517 -1.968
H 1.032 -1.635 -0.754
H -0.407 -1.927 -1.758
H -1.788 -0.395 -0.533
H -1.355 -0.307 1.860
H -0.008 -1.444 1.634
H 0.448 1.395 2.105
H 1.534 0.417 1.091
H -0.986 1.833 0.031
H 0.838 1.081 -1.770
*
```

HOMO energy	-9.9	eV
SMILES	C[C@H]1CC[C@H]1O
DFT total energy	-271.70429	hartree
lowest unoccupied orbital energy	0.0373	Eh
gap between HOMO and LUMO	10.88	eV

Here are the Löwdin charges for atoms 1 to 5, given in e: C -0.075; C -0.267; C -0.158; C -0.134; C -0.338